DFT (ωB97M-V/def2-TZVPD) results for a cluster of 6 separate species, C24H44O12 in total.

Each line ends with the Mulliken charge.
Geometry (Å):
C  -18.203  -14.162  -15.482  -1.483
C  -18.902  -12.932  -15.923  0.255
O  -17.993  -11.908  -15.643  -0.288
C  -18.397  -10.549  -15.663  0.642
C  -17.241  -9.682  -15.223  -1.165
O  -19.480  -10.087  -15.978  -0.396
H  -17.777  -14.046  -14.485  0.355
H  -17.375  -14.445  -16.132  0.322
H  -18.828  -15.054  -15.488  0.394
H  -19.270  -13.114  -16.932  0.291
H  -19.864  -12.984  -15.412  0.122
H  -16.611  -10.067  -14.421  0.357
H  -17.585  -8.809  -14.669  0.318
H  -16.691  -9.384  -16.116  0.260
C  -19.156  -4.191  -19.856  -0.771
C  -19.549  -5.120  -20.939  -0.234
O  -20.539  -6.078  -20.518  -0.172
C  -20.843  -7.066  -21.302  0.648
C  -21.609  -8.181  -20.536  -0.697
O  -20.604  -7.023  -22.507  -0.627
H  -19.995  -3.495  -19.821  0.299
H  -18.291  -3.540  -19.981  0.398
H  -19.139  -4.676  -18.879  -0.058
H  -20.074  -4.620  -21.753  0.286
H  -18.599  -5.582  -21.206  0.317
H  -22.391  -7.612  -20.034  0.296
H  -20.923  -8.455  -19.735  0.099
H  -22.035  -8.956  -21.172  0.382
C  -23.082  -11.161  -15.521  -1.356
C  -22.579  -10.965  -16.939  0.448
O  -23.129  -11.873  -17.776  -0.380
C  -22.465  -12.945  -18.188  0.801
C  -23.249  -13.923  -18.917  -1.196
O  -21.252  -13.080  -18.006  -0.597
H  -24.170  -11.092  -15.556  0.352
H  -22.560  -10.423  -14.911  0.317
H  -22.858  -12.147  -15.115  0.356
H  -22.705  -9.932  -17.263  0.080
H  -21.497  -10.926  -17.066  0.184
H  -23.093  -13.828  -19.992  0.279
H  -24.327  -13.887  -18.759  0.339
H  -22.969  -14.957  -18.719  0.351
C  -21.927  0.077  -13.562  -1.189
C  -20.779  -0.846  -14.008  0.045
O  -20.382  -1.453  -12.687  -0.295
C  -19.749  -2.690  -12.574  0.745
C  -19.824  -3.202  -11.159  -1.118
O  -19.066  -3.190  -13.463  -0.569
H  -22.508  -0.484  -12.830  0.342
H  -22.601  0.185  -14.412  0.365
H  -21.622  1.080  -13.262  0.316
H  -21.200  -1.733  -14.481  0.088
H  -20.137  -0.217  -14.625  0.287
H  -20.852  -3.385  -10.847  0.336
H  -19.233  -2.673  -10.412  0.283
H  -19.575  -4.264  -11.175  0.369
O  -23.801  -7.254  -11.660  -0.672
C  -24.454  -6.499  -12.407  0.506
C  -25.211  -6.933  -13.584  -0.178
C  -25.357  -5.701  -14.433  -0.249
C  -24.798  -4.556  -13.442  -0.292
O  -24.202  -5.209  -12.291  -0.313
H  -24.948  -7.875  -14.066  0.159
H  -26.196  -7.120  -13.156  0.300
H  -24.685  -5.861  -15.277  -0.110
H  -26.383  -5.551  -14.768  0.381
H  -23.965  -4.092  -13.971  0.173
H  -25.578  -3.826  -13.226  0.308
O  -23.032  -7.827  -16.259  -0.711
C  -22.004  -7.162  -16.326  0.453
C  -20.854  -7.303  -17.290  0.538
C  -19.720  -6.582  -16.565  -0.255
C  -20.503  -5.558  -15.749  -0.185
O  -21.735  -6.289  -15.443  -0.351
H  -20.757  -8.362  -17.533  0.075
H  -21.264  -6.940  -18.232  -0.034
H  -19.055  -7.283  -16.061  -0.296
H  -19.102  -6.022  -17.266  0.129
H  -19.994  -5.210  -14.850  0.307
H  -20.708  -4.654  -16.323  0.182

Properties
**Energy relative to the best compared isomer or geometry (same formula, charge and spin)**: 0.0 kcal/mol
**Multiplicity**: 1
**HOMO level**: -0.3537 hartree
**DFT total energy**: -1843.7000 Eh
**Gap between HOMO and LUMO**: 10.02 eV
**SMILES**: CCOC(C)=O.CCOC(C)=O.CCOC(C)=O.CCOC(C)=O.O=C1CCCO1.O=C1CCCO1



DFT (ωB97M-V/def2-TZVPD) results for a structure of composition C3H4KNaO.

Each line ends with the Mulliken charge.
Geometry (Å):
C  -2.255  -0.013  0.700  -0.600
C  -2.085  1.329  0.332  -0.659
C  0.269  0.239  -0.301  -0.196
O  1.074  -0.006  0.694  -0.631
K  2.639  1.539  -0.270  0.804
H  -2.927  -0.531  -0.013  0.105
H  -1.490  2.040  0.929  0.163
H  -2.555  1.787  -0.555  0.214
H  -0.126  -0.725  -0.724  0.051
Na  -1.110  -0.831  2.866  0.750

Properties
**Multiplicity**: 1
**HOMO level**: -0.1905 hartree
**DFT total energy**: -953.9900 Eh
**Gap between HOMO and LUMO**: 4.56 eV



DFT (ωB97M-V/def2-TZVPD) results for a cluster of 13 separate species, C26H78O13S13 in total.

Each line ends with the Mulliken charge.
Geometry (Å):
C  -16.092  -5.954  6.623  -0.865
S  -17.620  -5.659  7.759  0.817
O  -17.026  -5.635  9.191  -0.692
C  -17.955  -4.018  7.172  -0.010
H  -15.754  -5.021  6.157  0.395
H  -16.383  -6.699  5.814  0.195
H  -15.277  -6.442  7.166  0.356
H  -18.973  -3.792  7.542  -0.751
H  -18.177  -4.101  6.105  0.103
H  -17.147  -3.254  7.299  0.597
C  -26.579  -1.197  8.744  -1.241
S  -25.003  -2.318  8.963  0.621
O  -24.991  -2.902  10.329  -0.676
C  -25.412  -3.553  7.701  -0.219
H  -26.510  -0.326  9.445  0.322
H  -27.490  -1.689  8.977  0.435
H  -26.688  -0.981  7.670  0.382
H  -26.266  -3.015  7.127  0.352
H  -25.656  -4.562  8.045  0.077
H  -24.516  -3.641  7.042  -0.218
C  -23.894  -10.184  11.798  -0.919
S  -23.047  -10.258  10.185  0.565
O  -22.208  -9.027  10.087  -0.436
C  -21.912  -11.616  10.756  -1.117
H  -24.194  -11.173  12.079  0.508
H  -24.741  -9.538  11.657  0.127
H  -23.175  -9.767  12.543  0.283
H  -21.410  -11.938  9.884  0.332
H  -22.529  -12.430  11.142  0.460
H  -21.149  -11.248  11.524  0.287
C  -26.878  -5.584  11.669  -0.621
S  -26.070  -7.060  10.874  0.264
O  -26.359  -6.880  9.372  -0.549
C  -24.440  -6.583  11.172  0.138
H  -27.954  -5.642  11.504  0.385
H  -26.330  -4.788  11.174  -0.063
H  -26.599  -5.607  12.716  0.380
H  -23.735  -7.136  10.391  -0.448
H  -24.129  -6.829  12.209  0.490
H  -24.328  -5.511  10.919  -0.049
C  -19.680  -0.389  2.799  -1.003
S  -19.236  -2.174  2.655  0.404
O  -19.602  -2.802  3.954  -0.385
C  -20.558  -2.626  1.509  -0.786
H  -19.218  0.177  2.008  0.428
H  -19.304  -0.053  3.730  0.291
H  -20.724  -0.306  2.847  0.301
H  -20.511  -2.085  0.557  0.462
H  -21.531  -2.491  2.073  0.097
H  -20.473  -3.673  1.208  0.219
C  -26.565  -8.830  6.049  -0.854
S  -24.944  -8.526  5.394  0.420
O  -25.007  -7.025  5.033  -0.616
C  -23.974  -8.578  6.864  -0.123
H  -26.734  -9.925  6.086  0.328
H  -27.227  -8.325  5.376  0.381
H  -26.563  -8.404  7.087  0.125
H  -22.885  -8.450  6.571  -0.316
H  -24.045  -9.611  7.250  0.576
H  -24.359  -7.745  7.426  0.024
C  -18.477  -10.181  5.776  -1.387
S  -19.346  -8.879  6.732  1.014
O  -20.422  -8.268  5.872  -0.615
C  -20.082  -10.179  7.852  -0.627
H  -18.012  -10.873  6.434  0.475
H  -17.750  -9.730  5.094  0.352
H  -19.173  -10.531  5.014  0.410
H  -19.279  -10.539  8.495  0.413
H  -20.596  -10.940  7.260  0.472
H  -20.827  -9.588  8.409  -0.312
C  -16.931  -8.789  11.614  -0.777
S  -16.176  -9.904  10.368  0.327
O  -17.203  -10.665  9.593  -0.590
C  -15.735  -8.630  9.183  -0.655
H  -16.914  -9.213  12.597  0.377
H  -17.980  -8.478  11.440  0.169
H  -16.366  -7.883  11.535  0.312
H  -15.070  -7.808  9.486  0.492
H  -16.644  -8.095  8.888  -0.086
H  -15.279  -9.192  8.333  0.345
C  -22.675  -5.261  3.211  -0.009
S  -22.867  -6.572  1.965  0.287
O  -21.687  -6.373  1.072  -0.615
C  -22.554  -7.991  3.094  -0.343
H  -23.507  -5.308  3.934  0.350
H  -22.578  -4.272  2.713  0.114
H  -21.751  -5.440  3.798  -0.362
H  -23.493  -8.470  3.358  0.317
H  -22.051  -7.482  3.940  -0.255
H  -21.947  -8.727  2.639  0.512
C  -22.476  -1.887  11.868  -0.497
S  -20.685  -1.429  11.856  0.412
O  -20.398  -0.977  13.242  -0.644
C  -19.874  -3.061  11.689  -0.702
H  -22.660  -2.568  11.072  -0.217
H  -23.053  -0.963  11.729  0.313
H  -22.640  -2.345  12.831  0.483
H  -18.853  -2.678  11.871  0.398
H  -20.002  -3.525  10.716  0.014
H  -20.211  -3.674  12.514  0.335
C  -22.008  -1.382  5.925  -0.090
S  -20.471  -1.230  6.887  0.745
O  -19.836  -0.058  6.256  -0.704
C  -21.183  -0.796  8.533  -0.702
H  -22.614  -2.177  6.288  -0.453
H  -21.783  -1.671  4.915  -0.101
H  -22.585  -0.502  5.994  0.576
H  -21.823  0.101  8.451  0.420
H  -20.392  -0.624  9.243  0.439
H  -21.930  -1.674  8.708  -0.094
C  -18.305  -7.471  1.504  -1.001
S  -18.200  -7.423  3.315  0.712
O  -16.765  -7.543  3.815  -0.794
C  -18.686  -5.743  3.567  0.321
H  -17.598  -6.715  1.110  0.325
H  -19.361  -7.348  1.256  0.233
H  -18.071  -8.497  1.121  0.346
H  -19.532  -5.504  2.891  -0.282
H  -17.874  -5.036  3.466  0.641
H  -19.067  -5.720  4.619  -0.696
C  -21.421  -5.263  6.726  -0.201
S  -21.249  -4.613  8.439  0.706
O  -22.556  -4.033  8.865  -0.380
C  -21.201  -6.256  9.109  -0.309
H  -21.501  -4.431  6.117  0.338
H  -22.374  -5.839  6.725  0.195
H  -20.528  -5.831  6.591  -0.439
H  -21.287  -6.069  10.147  0.887
H  -20.189  -6.643  8.792  -0.270
H  -22.074  -6.731  8.703  -0.340

Properties
**Energy relative to the best compared isomer or geometry (same formula, charge and spin)**: 40.1 kcal/mol
**Multiplicity**: 1
**HOMO level**: -0.3051 hartree
**DFT total energy**: -7191.4951 Eh
**Gap between HOMO and LUMO**: 8.38 eV



DFT (ωB97M-V/def2-TZVPD) results for an isolated molecule of C4H6N2OS.

Each line ends with the Mulliken charge.
Geometry (Å):
C  1.448  -1.588  -0.340  -0.061
C  -1.064  -0.929  -0.184  0.154
C  0.244  -0.576  -0.324  0.226
C  -2.187  -0.029  -0.030  -1.034
N  2.389  -2.182  -0.531  -0.406
N  2.083  1.054  0.550  -0.471
O  -0.236  1.964  -0.507  -0.600
S  0.979  1.077  -0.738  0.507
H  -1.255  -2.000  0.111  0.277
H  -1.800  0.693  0.716  0.304
H  -3.144  -0.626  0.247  0.290
H  -2.407  0.487  -0.883  0.326
H  1.849  1.517  1.423  0.250
H  3.102  1.137  0.491  0.238

Properties
**Energy relative to the best compared isomer or geometry (same formula, charge and spin)**: 95.6 kcal/mol
**Multiplicity**: 1
**HOMO level**: -0.3526 hartree
**DFT total energy**: -738.8523 Eh
**Gap between HOMO and LUMO**: 9.73 eV



no.,largest force on an atom (eV/Å)
1,6.851
2,2.338
3,3.389
4,6.133